Density functional theory data (ωB97M-V with the def2-TZVPD basis set) for the molecule C4H7NO at a distorted geometry.

Structure (XYZ):
```
13
Properties=species:S:1:pos:R:3:forces:R:3:mulliken_charge:R:1
C 1.17218 0.69533 0.53676 -0.04 -0.29 -0.25 -1.28
C 0.19582 -0.42473 0.03813 -0.48 1.86 -2.12 1.21
O 0.76210 -1.59585 -0.39730 2.94 0.40 -1.62 -0.53
C -0.96175 -0.52138 0.91407 -2.00 -0.59 -0.14 -0.76
N -1.85410 0.20537 0.37327 -0.61 0.31 -1.08 -0.42
C -1.17829 0.30497 -0.95945 1.88 0.65 1.52 -0.50
H 1.47702 1.31922 -0.31037 -0.61 0.38 0.17 0.34
H 2.18298 0.29636 0.80691 -1.09 -0.11 0.61 0.36
H 0.62917 1.26547 1.36229 1.26 -0.52 -1.19 0.34
H 1.61714 -1.35712 -0.94788 -2.57 -0.79 1.69 0.35
H -1.29434 -1.15955 1.70309 0.77 -0.26 1.18 0.42
H -1.08979 1.33020 -1.42488 0.01 -0.89 0.72 0.23
H -1.65813 -0.35830 -1.69462 0.52 -0.16 0.50 0.24
```
Positions in Å, forces in eV/Å.

Summary:
calculated total energy = -7795.995 eV
ΔE to the lowest compared entry with this formula, charge and spin = 352.14 kJ/mol
orbital gap = 0.357 Ha